{"formula": "C9H21N5O13", "method": "ωB97M-V/def2-TZVPD", "spin_multiplicity": 1, "largest_force_ha_per_bohr": 0.0786, "smiles": "C[C@H]1COC(=O)O1.C[N+](=O)[O-].C[N+](=O)[O-].C[N+](=O)[O-].C[N+](=O)[O-].C[N+](=O)[O-]", "gap_ev": 10.0, "e_tot_ha": -1606.92067, "e_homo_ha": -0.386, "lumo_energy_ev": -0.5, "elements": ["O", "O", "H", "H", "C", "C", "O", "O", "C", "O", "O", "O", "C", "C", "H", "N", "H", "H", "H", "O", "H", "H", "H", "C", "N", "H", "H", "C", "O", "N", "O", "C", "H", "H", "N", "C", "H", "H", "H", "H", "H", "O", "H", "H", "N", "O", "H", "O"], "coordinates": [[10.04848, -10.44001, 13.77779], [13.25887, -11.51929, 17.53524], [5.87086, -9.81488, 13.96863], [6.53283, -9.01061, 12.56035], [11.02631, -6.53548, 16.13859], [11.43312, -10.29814, 16.72469], [12.21593, -1.58997, 20.94161], [7.83730, -10.38443, 13.46457], [11.55069, -3.76547, 20.68332], [7.12562, -3.01940, 15.63601], [13.51272, -6.52921, 13.78802], [9.21134, -5.11213, 16.64142], [8.52582, -2.96255, 13.86859], [7.28218, -6.89845, 13.92606], [10.64985, -4.22249, 20.28703], [10.40133, -5.31329, 16.75766], [16.09494, -4.64166, 14.28559], [8.92017, -2.31798, 13.09094], [7.11365, -8.52660, 15.45774], [14.06246, -5.42275, 15.52741], [11.32927, -10.01811, 17.76474], [11.55964, -6.14257, 15.27741], [15.94908, -6.03082, 13.22399], [7.42030, -8.34075, 14.42671], [14.24649, -5.74922, 14.35752], [11.80437, -6.92845, 16.78619], [12.23928, -3.69797, 19.84248], [9.02000, -9.85005, 13.81156], [12.81406, -11.64726, 15.44802], [7.65076, -2.26532, 14.82979], [8.81674, -8.65349, 14.44885], [6.79018, -9.42933, 13.53506], [7.66708, -6.23223, 14.70470], [8.02394, -6.69733, 13.15004], [11.34476, -2.42361, 21.17569], [15.40400, -5.19117, 13.65977], [10.16266, -7.17811, 16.00427], [7.89331, -3.79873, 13.56999], [12.09804, -4.37399, 21.40075], [15.04075, -4.67391, 12.77338], [10.61527, -10.95336, 16.41368], [10.28839, -2.02467, 21.66086], [9.35724, -3.51044, 14.31213], [6.28408, -6.56953, 13.64826], [12.59025, -11.21521, 16.54608], [11.16626, -4.55410, 17.32980], [11.40070, -9.54690, 15.94040], [7.50982, -1.07332, 14.80797]]}

***

{"formula": "C9H21NO4P", "method": "ωB97M-V/def2-TZVPD", "spin_multiplicity": 1, "largest_force_ha_per_bohr": 0.0731, "gap_ev": 1.9, "e_tot_ha": -1052.33546, "total_charge": -1, "e_homo_ha": -0.017, "lumo_energy_ev": 1.5, "elements": ["H", "O", "H", "H", "H", "H", "H", "O", "H", "H", "P", "H", "H", "C", "H", "H", "H", "C", "H", "N", "H", "H", "O", "C", "H", "C", "H", "H", "H", "O", "C", "C", "C", "C", "C", "H"], "coordinates": [[2.32789, -0.01358, 0.43912], [-3.82271, 5.69473, 1.25302], [-2.74148, -0.74995, 0.81296], [-0.37877, 1.18084, -0.08826], [3.86180, -1.97634, -1.47608], [-2.71157, 0.38950, -0.70407], [-2.24245, -2.39447, -1.49563], [-2.35657, -3.83692, 0.57470], [2.21296, 0.40685, -1.36372], [3.85832, -2.01572, 1.21280], [-0.15891, -1.06159, -1.13957], [-2.54811, 1.11554, 0.95996], [-2.24760, 4.73578, 2.23687], [2.41720, -0.43452, -0.62134], [-0.21578, -0.13450, 1.20296], [1.74130, -2.20686, -1.56389], [-0.28990, -0.41003, -2.41160], [-2.63322, 3.81827, 0.29674], [5.46589, -2.18676, 0.36929], [1.48123, -1.58713, -0.78508], [-2.99394, 4.18981, -0.68342], [5.02358, -0.54426, 1.05520], [-0.14155, -3.57721, 1.05114], [-0.70699, 0.11132, 0.19878], [-3.50026, 3.20926, 0.63433], [-1.18682, -2.66762, -1.20454], [4.56302, -0.28774, -1.39974], [-0.55190, -3.79549, 1.91937], [-1.76140, 5.71804, 0.91059], [-1.42840, 3.21563, 0.30921], [3.90505, -1.02966, -0.82949], [-1.24138, -3.40457, 0.18641], [-2.62059, 5.10488, 1.25701], [-2.30609, 0.19299, 0.34530], [4.59691, -1.46005, 0.54296], [-0.66877, -3.30847, -2.00230]]}

***

{"formula": "C9H21NSi", "method": "ωB97M-V/def2-TZVPD", "spin_multiplicity": 1, "largest_force_ha_per_bohr": 0.0743, "gap_ev": [9.3, 7.1], "e_tot_ha": -699.61835, "e_homo_ha": [-0.325, -0.278], "lumo_energy_ev": [0.5, -0.5], "elements": ["C", "H", "N", "C", "H", "C", "H", "H", "C", "H", "H", "H", "H", "H", "C", "Si", "H", "H", "H", "H", "H", "C", "H", "H", "H", "C", "C", "H", "C", "H", "H", "H"], "coordinates": [[1.52497, -2.38699, -1.07661], [-1.14050, 2.42567, -1.71978], [0.28136, -0.00439, -0.60855], [-2.43285, -1.86191, 0.21988], [-2.38648, 0.46705, -0.85980], [-0.38675, 2.49925, -0.94090], [0.53322, 2.86773, -1.30747], [-2.07695, -2.61626, 0.82992], [-0.44193, 1.17520, -0.18098], [2.26858, -3.25285, -0.85360], [1.38930, -1.09745, 2.15596], [0.57166, -2.91669, -0.63189], [-0.79179, 3.29355, -0.28869], [-1.09388, -0.64345, 1.46488], [-1.71759, -0.63382, 0.66996], [1.80617, -0.69631, -0.25937], [1.57547, -2.43633, -2.16089], [-2.30021, -2.04646, -0.79717], [3.56163, 0.75821, -0.14923], [2.93319, -1.52073, 2.02672], [-3.54059, 1.38047, 0.98313], [-1.84456, 0.66477, 0.01881], [-0.16463, 1.45149, 0.87732], [2.96898, 1.07150, -1.84931], [-2.19109, 2.07253, 1.65741], [3.23230, 0.34616, -1.05541], [-2.63622, 1.76851, 0.75501], [2.64839, 0.18201, 2.19368], [2.22376, -0.70967, 1.66047], [4.04091, -0.34082, -1.21310], [-3.59089, -1.83212, 0.33444], [-2.82295, 2.57219, 0.10517]]}

***

{"formula": "C9H21PSi", "method": "ωB97M-V/def2-TZVPD", "spin_multiplicity": 1, "largest_force_ha_per_bohr": 0.0406, "smiles": "C[C@@H]1CC[C@H](C)P1[Si](C)(C)C", "gap_ev": 9.4, "e_tot_ha": -986.39372, "e_homo_ha": -0.309, "lumo_energy_ev": 0.9, "elements": ["C", "C", "H", "H", "H", "H", "C", "H", "Si", "H", "H", "C", "C", "H", "H", "H", "H", "H", "H", "C", "H", "P", "H", "H", "C", "C", "H", "C", "H", "H", "H", "H"], "coordinates": [[1.36529, 0.55688, 2.08966], [1.56048, 0.01521, -1.67578], [0.59227, -1.82962, 0.19465], [-1.33232, 2.67095, 2.73275], [2.15173, 0.30855, -2.54705], [-1.49410, -2.66292, -1.87719], [-0.89253, -2.84804, -0.98799], [2.22900, -0.01874, -0.81348], [-0.50037, 0.55715, 1.63126], [0.52795, 2.29787, -3.16712], [1.86448, 1.43329, 1.68661], [0.94786, -1.36717, -1.88001], [-0.16253, 1.59199, -2.70472], [-1.56845, -3.04034, -0.15700], [-1.33680, -0.15983, 3.89171], [-0.38801, 0.80725, -3.42336], [-1.04897, -1.56057, 2.88294], [1.87131, -0.32107, 1.69864], [1.51057, 0.56244, 3.16518], [0.00411, -1.64792, -0.71128], [0.37568, -1.37492, -2.81031], [-1.02151, -0.08478, -0.48185], [-2.49353, -0.59828, 2.64850], [-0.44934, 3.03972, 1.26321], [-1.15582, 2.34968, 1.71234], [0.43702, 1.01269, -1.43949], [-2.08731, 2.44358, 1.16429], [-1.43538, -0.54636, 2.88221], [1.71848, -2.13942, -1.94945], [0.72543, 1.81452, -0.76066], [-0.28409, -3.73469, -1.15744], [-1.08887, 2.11911, -2.48043]]}